[1]
{"formula": "C48H46IrN3O3P2S3", "method": "ωB97M-V/def2-TZVPD", "de_lowest_ev": 0.799, "lumo_ev": [-7.6, -11.1], "spin_multiplicity": 6, "s_squared": 8.780, "e_homo_ev": [-15.6, -15.6], "charge": 3, "species": ["Ir", "O", "P", "C", "P", "O", "C", "C", "C", "C", "C", "C", "C", "C", "C", "C", "C", "C", "C", "C", "C", "C", "C", "C", "C", "C", "C", "C", "C", "C", "H", "H", "H", "H", "H", "H", "H", "H", "H", "H", "H", "H", "H", "H", "H", "H", "H", "H", "H", "H", "H", "H", "N", "C", "C", "C", "N", "C", "C", "H", "H", "H", "H", "H", "H", "C", "C", "C", "C", "C", "N", "H", "H", "H", "H", "H", "H", "H", "H", "H", "O", "C", "C", "C", "C", "C", "S", "C", "C", "C", "C", "S", "C", "C", "C", "C", "S", "H", "H", "H", "H", "H", "H", "H", "H", "H"], "xyz": [[-1.319, -0.618, 0.380], [0.702, -1.130, -0.417], [2.065, -0.419, -0.472], [1.848, 1.406, -0.121], [0.400, 2.066, -1.007], [-0.770, 1.330, -0.504], [0.550, 2.005, -2.792], [0.797, 3.158, -3.500], [0.873, 3.025, -4.866], [0.659, 1.791, -5.479], [0.353, 0.660, -4.738], [0.390, 0.722, -3.367], [0.154, 3.794, -0.613], [-1.087, 4.299, -0.962], [-1.341, 5.665, -0.893], [-0.293, 6.524, -0.592], [0.975, 6.019, -0.280], [1.197, 4.661, -0.301], [2.964, -0.849, -1.944], [3.667, 0.138, -2.641], [4.479, -0.342, -3.654], [4.740, -1.680, -3.828], [4.107, -2.594, -3.014], [3.173, -2.213, -2.016], [3.182, -0.840, 0.914], [4.347, -0.074, 1.109], [5.119, -0.347, 2.165], [4.770, -1.379, 3.113], [3.601, -2.070, 2.919], [2.817, -1.791, 1.789], [2.804, 1.960, -0.254], [1.595, 1.464, 0.929], [0.866, 4.097, -2.944], [1.000, 3.876, -5.497], [0.550, 1.638, -6.535], [0.185, -0.287, -5.262], [0.112, -0.184, -2.795], [-1.878, 3.612, -1.207], [-2.367, 5.957, -1.089], [-0.410, 7.627, -0.630], [1.844, 6.618, -0.113], [2.184, 4.355, -0.134], [3.575, 1.190, -2.464], [5.061, 0.366, -4.234], [5.504, -2.038, -4.505], [4.299, -3.602, -3.141], [2.564, -2.912, -1.381], [4.611, 0.708, 0.386], [5.991, 0.253, 2.309], [5.510, -1.507, 3.897], [3.288, -2.792, 3.622], [1.871, -2.368, 1.650], [-6.718, 0.318, -2.447], [-5.462, 0.036, -2.009], [-4.310, 0.675, -2.478], [-3.078, 0.469, -1.891], [-2.960, -0.373, -0.881], [-4.018, -1.067, -0.390], [-5.288, -0.866, -0.947], [-6.916, 0.831, -3.265], [-7.435, -0.108, -1.960], [-4.377, 1.389, -3.251], [-2.182, 0.943, -2.125], [-3.867, -1.724, 0.419], [-6.133, -1.276, -0.511], [-1.553, -6.185, -0.798], [-1.265, -4.992, -1.788], [0.133, -5.080, -2.433], [-2.387, -4.927, -2.840], [-1.390, -3.754, -1.001], [-1.530, -2.797, -0.439], [-1.541, -7.075, -1.339], [-2.527, -6.011, -0.315], [-0.702, -6.115, -0.073], [0.102, -5.761, -3.295], [0.863, -5.499, -1.777], [0.475, -4.085, -2.754], [-2.291, -5.723, -3.556], [-2.441, -3.994, -3.398], [-3.414, -5.016, -2.423], [-0.720, -0.359, 2.147], [-0.743, 0.413, 3.399], [0.013, 1.703, 3.157], [1.275, 1.946, 3.581], [1.555, 3.383, 3.345], [0.505, 4.058, 2.909], [-0.866, 3.048, 2.743], [-0.214, -0.500, 4.525], [0.459, -0.119, 5.605], [0.845, -1.255, 6.498], [0.536, -2.418, 5.914], [-0.265, -2.212, 4.394], [-2.234, 0.568, 3.837], [-2.803, 1.207, 4.919], [-4.135, 0.890, 5.163], [-4.605, -0.031, 4.201], [-3.343, -0.532, 3.120], [1.875, 1.269, 4.221], [2.442, 4.007, 3.464], [0.470, 5.103, 2.647], [0.715, 0.918, 5.790], [1.416, -1.439, 7.413], [0.745, -3.412, 6.356], [-2.177, 1.857, 5.467], [-4.843, 1.249, 5.841], [-5.567, -0.524, 4.316]], "forces_ev_per_angstrom": [[1.58, 0.11, -0.86], [0.25, 0.10, 0.12], [0.12, 0.62, 1.42], [0.53, -0.26, -1.38], [2.21, 2.18, -0.37], [-2.58, -1.71, 0.80], [0.09, -1.74, 1.67], [-0.01, -0.08, 0.19], [-0.17, -0.19, -1.06], [-0.71, -0.05, 0.34], [0.73, -0.73, -0.34], [-0.91, 0.36, 0.24], [0.81, -0.30, -0.52], [-0.13, 0.30, 0.73], [-0.06, -0.65, -0.07], [0.37, 1.27, 0.14], [-0.65, -0.22, -0.51], [-1.20, 0.32, -0.23], [-0.47, 1.43, 1.69], [-0.19, -1.69, -0.82], [1.14, 1.45, -0.17], [-0.10, -0.43, 0.52], [-1.46, 0.60, 1.24], [0.40, -0.39, -1.59], [-0.63, 1.19, -1.51], [-1.17, 0.24, -1.70], [0.46, -1.09, 1.98], [0.85, 1.66, -1.33], [0.54, 0.56, -0.29], [-1.42, -1.76, 1.16], [-0.69, -0.35, -0.15], [-0.12, -0.08, 0.44], [0.11, -0.17, -0.62], [0.23, 0.52, -0.24], [0.42, 0.60, -0.49], [-0.06, 0.38, 0.28], [0.42, 0.73, -0.06], [-0.28, -0.11, -0.16], [0.30, 0.52, -0.07], [-0.15, -0.92, 0.12], [0.05, 0.74, 0.18], [1.26, -0.82, 0.32], [-0.23, 0.32, 0.08], [-0.16, 0.04, -0.09], [-0.18, 0.17, -0.24], [0.48, -1.94, -0.21], [0.98, 0.58, -0.77], [0.04, -0.30, 0.35], [0.57, 0.06, 0.26], [-0.56, -0.40, 0.20], [-0.30, -0.82, 0.58], [0.83, 0.57, 0.06], [2.68, -0.08, 0.23], [-0.48, 0.42, 0.00], [0.75, -0.03, 0.08], [-2.35, -0.54, -0.09], [0.01, -1.59, 1.72], [-2.14, 1.61, -2.54], [2.54, 0.48, 0.44], [-0.11, 0.55, -0.72], [-1.86, -0.84, 0.69], [-0.09, 0.65, -0.86], [1.05, 0.99, -0.85], [0.20, -0.71, 0.70], [-1.39, -1.12, 0.78], [1.03, 2.95, 0.93], [-0.80, -0.54, 0.18], [-0.51, 0.35, -0.65], [-1.15, 0.43, 0.06], [0.64, -3.50, -2.13], [-0.52, 3.44, 2.32], [0.04, -1.59, -0.76], [0.46, -0.30, -0.06], [-0.98, -0.63, -0.28], [-0.15, 0.32, 0.12], [0.47, -0.15, 0.76], [-0.07, -0.36, -0.11], [0.24, -0.43, -0.25], [0.48, 0.14, -0.09], [0.74, -0.13, 0.20], [0.07, 0.35, 2.01], [-0.55, -0.70, -0.75], [-0.37, -2.28, 1.98], [1.19, 1.95, 0.22], [1.57, -1.28, 0.73], [-1.67, 0.54, -0.60], [-0.98, 1.51, -1.15], [-0.49, -0.13, -2.27], [1.58, -0.14, 4.02], [0.22, 1.23, -1.07], [-0.77, -1.33, -0.77], [-0.38, -0.96, -0.07], [1.13, -1.73, -1.30], [-0.63, 0.65, 1.01], [0.80, -0.82, -2.32], [1.01, -0.23, 0.81], [-0.94, -0.01, 0.04], [-0.12, 0.48, -1.21], [0.27, -0.97, 0.36], [-0.14, 0.03, 0.03], [-0.25, -0.23, 0.37], [-0.17, 1.51, -0.07], [-0.28, 0.69, -0.67], [0.23, 0.75, 0.82], [-0.40, 0.80, 1.37], [0.11, 0.09, -0.62]], "lowdin_spin": [2.848, 0.129, 0.017, -0.002, 0.018, 0.140, 0.002, 0.001, 0.000, 0.001, 0.000, 0.000, 0.006, 0.000, 0.000, 0.000, 0.000, 0.002, 0.006, 0.002, 0.000, 0.001, 0.000, 0.001, 0.003, 0.001, 0.000, 0.000, 0.000, 0.000, 0.000, 0.000, 0.000, 0.000, 0.000, 0.000, 0.000, 0.000, 0.000, 0.000, 0.000, 0.000, 0.000, 0.000, 0.000, 0.000, 0.000, 0.000, 0.000, 0.000, 0.000, 0.000, 0.014, 0.011, 0.009, 0.017, 0.114, 0.028, 0.003, 0.000, 0.000, 0.001, 0.001, 0.005, 0.000, 0.001, 0.001, 0.000, 0.000, 0.013, 0.103, 0.000, 0.000, 0.000, 0.000, 0.000, 0.000, 0.000, 0.000, 0.000, 0.405, 0.047, 0.008, 0.006, 0.005, 0.005, 0.014, 0.076, 0.063, 0.017, 0.069, 0.003, 0.254, 0.121, 0.057, 0.312, 0.024, 0.001, 0.000, 0.000, 0.001, 0.000, 0.002, 0.001, 0.000, 0.012]}


[2]
{"formula": "C48H46N5O6PRbS2", "method": "ωB97M-V/def2-TZVPD", "de_lowest_ev": 0.169, "lumo_ev": 1.3, "e_homo_ev": -4.0, "charge": -1, "species": ["Rb", "C", "C", "C", "C", "C", "C", "H", "H", "H", "H", "H", "H", "C", "C", "C", "C", "C", "C", "P", "C", "C", "C", "C", "C", "C", "C", "C", "C", "C", "C", "C", "H", "H", "H", "H", "H", "H", "H", "H", "H", "H", "H", "H", "H", "H", "C", "C", "C", "C", "C", "C", "C", "S", "O", "O", "N", "C", "C", "C", "C", "C", "C", "C", "C", "N", "C", "H", "H", "H", "H", "H", "H", "H", "H", "H", "H", "H", "H", "H", "C", "C", "S", "O", "O", "C", "C", "N", "C", "N", "C", "C", "N", "O", "O", "C", "H", "H", "H", "H", "H", "H", "H", "H", "H", "H", "H", "H", "H"], "xyz": [[0.364, -0.649, 0.137], [2.047, -4.763, 1.047], [2.532, -4.372, 2.287], [3.342, -3.251, 2.395], [3.668, -2.519, 1.262], [3.186, -2.911, 0.021], [2.376, -4.034, -0.089], [1.396, -5.625, 0.969], [2.248, -4.924, 3.175], [3.688, -2.927, 3.367], [4.281, -1.630, 1.348], [3.426, -2.344, -0.870], [1.995, -4.323, -1.062], [2.548, -4.809, -4.047], [3.628, -3.970, -3.794], [3.412, -2.624, -3.546], [2.125, -2.082, -3.559], [1.051, -2.932, -3.806], [1.264, -4.284, -4.047], [1.921, -0.300, -3.133], [2.935, 0.463, -4.473], [3.455, 1.732, -4.223], [4.172, 2.421, -5.192], [4.395, 1.839, -6.432], [3.890, 0.572, -6.694], [3.163, -0.106, -5.725], [0.206, 0.059, -3.639], [-0.124, 0.708, -4.833], [-1.460, 0.914, -5.141], [-2.433, 0.443, -4.263], [-2.063, -0.206, -3.090], [-0.726, -0.418, -2.689], [2.709, -5.863, -4.236], [4.635, -4.367, -3.782], [4.261, -1.979, -3.341], [0.046, -2.527, -3.789], [0.415, -4.931, -4.234], [3.291, 2.189, -3.253], [4.563, 3.408, -4.975], [4.960, 2.368, -7.189], [4.056, 0.111, -7.660], [2.764, -1.088, -5.946], [0.639, 1.055, -5.522], [-1.739, 1.425, -6.055], [-3.483, 0.590, -4.503], [-2.869, -0.551, -2.443], [-1.737, -7.544, 3.843], [-1.468, -6.073, 3.661], [-1.131, -5.276, 4.752], [-0.880, -3.921, 4.597], [-0.961, -3.349, 3.336], [-1.303, -4.125, 2.239], [-1.555, -5.478, 2.407], [-0.585, -1.624, 3.102], [-0.669, -1.026, 4.422], [0.727, -1.612, 2.473], [-1.571, -1.050, 2.048], [-2.897, -0.790, 2.302], [-3.675, -1.339, 3.301], [-5.054, -1.064, 3.393], [-5.682, -0.244, 2.502], [-4.918, 0.369, 1.478], [-5.490, 1.244, 0.524], [-4.703, 1.819, -0.427], [-3.319, 1.538, -0.412], [-2.752, 0.738, 0.450], [-3.532, 0.125, 1.384], [-2.546, -7.711, 4.556], [-0.854, -8.062, 4.223], [-2.018, -8.011, 2.900], [-1.069, -5.723, 5.738], [-0.630, -3.294, 5.442], [-1.382, -3.665, 1.261], [-1.827, -6.082, 1.548], [-3.221, -2.001, 4.026], [-5.624, -1.530, 4.189], [-6.745, -0.049, 2.565], [-6.556, 1.440, 0.563], [-5.112, 2.480, -1.180], [-2.667, 1.984, -1.157], [-3.114, 6.603, 1.058], [-2.109, 7.605, 1.604], [-0.956, 6.916, 2.765], [-0.171, 7.998, 3.303], [-1.666, 6.030, 3.656], [0.096, 5.911, 1.744], [1.021, 5.060, 2.607], [1.546, 3.946, 1.827], [0.966, 2.721, 1.760], [1.611, 1.920, 0.923], [2.641, 2.639, 0.418], [2.624, 3.892, 0.960], [3.496, 4.983, 0.678], [4.454, 4.761, -0.039], [3.245, 6.071, 1.189], [-0.253, 2.328, 2.519], [-3.906, 7.132, 0.529], [-3.560, 6.025, 1.864], [-2.653, 5.911, 0.354], [-2.581, 8.410, 2.170], [-1.501, 8.064, 0.823], [0.657, 6.570, 1.083], [-0.564, 5.265, 1.161], [0.464, 4.630, 3.436], [1.840, 5.649, 3.004], [3.330, 2.247, -0.311], [-0.926, 3.169, 2.690], [0.013, 1.891, 3.484], [-0.795, 1.569, 1.958]], "forces_ev_per_angstrom": [[0.11, 0.27, -1.20], [0.00, 0.02, -0.01], [-0.01, 0.02, 0.00], [-0.02, -0.02, -0.01], [0.00, -0.03, -0.01], [0.02, 0.01, 0.00], [-0.05, 0.03, -0.04], [0.00, -0.01, 0.00], [0.00, -0.01, 0.01], [0.01, 0.00, 0.01], [0.01, 0.00, 0.00], [0.02, 0.05, 0.02], [0.01, -0.01, 0.00], [0.02, 0.02, 0.01], [-0.04, 0.00, -0.01], [0.03, 0.01, -0.01], [0.00, 0.01, 0.00], [-0.02, -0.02, 0.00], [-0.01, -0.01, -0.01], [-0.05, 0.05, -0.10], [0.04, 0.03, 0.09], [0.00, 0.02, 0.00], [0.01, -0.02, -0.03], [0.00, 0.01, 0.01], [-0.01, 0.00, 0.02], [-0.01, -0.04, -0.04], [0.02, -0.05, 0.03], [-0.02, -0.01, 0.03], [-0.02, -0.01, 0.01], [0.05, 0.03, -0.04], [0.04, -0.03, 0.04], [-0.05, 0.06, -0.27], [0.00, -0.01, 0.01], [0.01, -0.01, 0.00], [0.00, 0.01, -0.01], [0.02, -0.02, 0.00], [0.00, 0.00, -0.01], [0.00, 0.00, 0.00], [0.01, 0.01, 0.00], [0.00, 0.00, 0.00], [0.00, 0.00, -0.01], [0.00, -0.01, 0.01], [0.03, 0.00, 0.01], [-0.01, 0.00, -0.01], [-0.02, -0.01, 0.01], [-0.01, -0.01, 0.02], [0.00, 0.00, 0.00], [0.00, -0.02, -0.02], [0.01, 0.01, 0.02], [-0.02, -0.05, -0.06], [-0.01, -0.09, -0.02], [0.00, -0.01, 0.05], [0.01, 0.02, -0.01], [0.06, 0.02, 0.39], [-0.01, -0.03, 0.00], [0.06, -0.30, 0.89], [-0.31, 0.10, 0.25], [0.17, 0.06, -0.17], [-0.11, -0.03, 0.08], [0.08, -0.02, 0.01], [0.01, 0.02, -0.05], [-0.11, 0.02, 0.02], [-0.04, -0.03, 0.03], [0.06, 0.02, -0.01], [-0.01, 0.05, -0.04], [-0.01, -0.12, 0.08], [0.07, 0.05, -0.03], [-0.01, 0.00, 0.00], [0.01, 0.01, 0.01], [-0.01, 0.00, -0.01], [0.00, 0.00, 0.01], [0.01, 0.02, 0.02], [0.00, 0.01, -0.01], [0.00, 0.00, -0.01], [0.00, -0.01, 0.01], [0.00, -0.01, 0.01], [0.00, 0.01, 0.00], [0.00, 0.00, 0.01], [0.01, 0.00, -0.01], [0.00, -0.01, -0.02], [0.01, 0.00, 0.01], [-0.03, 0.05, -0.08], [0.05, -0.02, 0.05], [-0.02, -0.01, 0.02], [0.01, 0.05, 0.01], [0.03, -0.06, -0.03], [0.01, -0.05, 0.05], [-0.01, 0.00, 0.06], [-0.08, -0.09, -0.05], [0.06, 0.16, -0.01], [-0.02, -0.08, 0.03], [0.09, 0.30, -0.11], [-0.01, -0.14, 0.27], [-0.13, 0.06, 0.00], [0.02, -0.09, -0.18], [0.05, -0.01, 0.01], [0.00, -0.01, -0.02], [-0.02, 0.01, 0.02], [0.00, -0.01, 0.00], [-0.02, -0.04, 0.02], [-0.02, 0.06, 0.00], [0.02, 0.00, -0.02], [0.01, -0.01, -0.01], [0.00, 0.02, 0.01], [-0.03, -0.01, -0.03], [0.02, -0.02, 0.01], [0.00, 0.01, 0.01], [-0.01, 0.00, 0.01], [-0.01, -0.06, -0.02]], "mulliken_charge": [0.988, -0.593, -0.227, -0.478, -0.463, -0.161, -0.019, 0.412, 0.310, 0.350, 0.356, 0.336, 0.169, -0.561, -0.525, -0.455, 0.376, -0.338, -0.551, 0.448, -0.146, -0.498, -0.566, -0.451, -0.617, -0.063, 0.991, -0.289, -0.724, -0.441, -0.992, -0.769, 0.337, 0.358, 0.348, 0.296, 0.372, 0.358, 0.409, 0.355, 0.384, 0.412, 0.298, 0.368, 0.348, 0.401, -1.585, 1.180, -0.653, -0.357, -0.416, -0.652, -0.868, 1.368, -0.860, -0.402, 0.627, -0.071, -0.349, -1.051, -0.948, 1.097, -0.662, -1.070, -0.489, 0.180, -0.305, 0.345, 0.322, 0.346, 0.375, 0.528, 0.546, 0.306, 0.461, 0.372, 0.359, 0.390, 0.459, 0.654, -1.147, -0.572, 1.324, -0.712, -0.648, -0.323, -1.771, 0.340, 0.105, 0.212, -0.659, -0.016, 1.060, -0.644, -0.653, -0.247, 0.395, 0.314, 0.306, 0.434, 0.376, 0.465, 0.439, 0.629, 0.388, 0.472, 0.257, 0.349, -0.505]}